# 1
ORCA calculation (ωB97M-V/def2-TZVPD) on a 2-piece molecular cluster, C3H13N2 overall.

Each line ends with the natural charge from an NBO analysis.
Element x y z (Å)
C  -1.1765  -1.5636  1.1904  -0.46
N  -1.1574  -0.0744  1.3169  -0.96
H  -1.8422  -2.0467  1.9235  0.20
H  -1.3760  -1.7841  0.1462  0.19
H  -0.1262  -1.9550  1.2873  0.20
H  -0.6328  0.2016  2.2026  0.31
H  -2.0851  0.2724  1.3482  0.38
H  -0.3978  0.7185  0.3195  0.43
C  1.3438  -0.3351  -0.5611  -0.53
N  0.6142  0.9071  -0.2444  -0.81
C  0.3170  1.4919  -1.5810  -0.51
H  0.7064  -1.1424  -1.1125  0.22
H  2.3098  -0.1028  -0.9848  0.22
H  1.6055  -1.0440  0.3993  0.20
H  1.1725  1.5221  0.3416  0.28
H  1.0609  1.2261  -2.3827  0.21
H  0.1972  2.5961  -1.4368  0.21
H  -0.5333  1.1121  -2.1720  0.22

Properties
spin multiplicity	2
charge	0
frontier orbital gap (alpha / beta)	0.1363 / 0.4009	Eh
LUMO level (alpha / beta)	1.01 / 0.66	eV

# 2
ORCA calculation (ωB97M-V/def2-TZVPD) on a 2-piece molecular cluster, C3H13N2 overall.

Each line ends with the natural charge from an NBO analysis.
Element x y z (Å)
C  -1.8825  0.5135  -1.2738  -0.43
N  -0.7418  -0.3972  -1.3485  -0.86
H  -2.6925  0.2951  -1.9719  0.22
H  -1.5394  1.5125  -1.6575  0.21
H  -2.2020  0.5946  -0.2274  0.19
H  -1.0988  -1.3596  -1.1870  0.38
H  -0.3952  -0.3690  -2.3528  0.40
H  0.1965  -0.6470  -0.0027  0.47
C  0.2847  1.0813  1.0674  -0.44
N  0.4490  -0.4254  1.0473  -0.57
C  1.9025  -0.8884  0.8835  -0.44
H  0.3683  1.3980  -0.0501  0.23
H  1.2681  1.3587  1.6037  0.24
H  -0.5836  1.6126  1.4029  0.26
H  -0.1174  -1.0653  1.4782  0.42
H  1.9567  -1.9502  0.6658  0.24
H  2.3597  -0.4680  0.0390  0.23
H  2.4678  -0.7961  1.8839  0.24

Properties
charge	+1
frontier orbital gap	0.4262	Eh
LUMO level	-3.04	eV

Per-record strongest force on any atom, hartree/bohr: 0.09785; 0.10387